One molecule with the formula C5H10O. Source: the Open Molecules 2025 dataset; level of theory: wB97M-V/def2-TZVPD.

Results
SMILES   C[C@H]1OC1(C)C
Lowest unoccupied orbital energy   1.0346 eV
Energy   -7393.8404 eV
ΔE to the lowest compared entry with this formula, charge and spin   0.925 eV
HOMO level   -10.0 eV

Geometry as XYZ:
```
16
Properties=species:S:1:pos:R:3:forces:R:3
C 0.677 0.871 -1.812 0.0499 -0.0053 0.0172
C -0.274 -0.024 -1.060 -0.0801 0.2383 -0.1389
O 0.224 -1.295 -0.653 0.0664 -0.1918 -0.0453
C -0.166 -0.368 0.365 -0.1057 0.1197 0.2375
C -1.405 -0.799 1.122 -0.0489 0.0075 -0.0074
C 0.945 0.184 1.231 0.0768 -0.0093 -0.0177
H 0.778 0.519 -2.844 -0.0246 0.0523 0.1334
H 1.672 0.870 -1.359 -0.1636 0.0080 -0.0598
H 0.303 1.901 -1.840 0.0281 -0.1494 0.0149
H -1.282 -0.067 -1.485 0.1675 -0.0165 0.0547
H -2.279 -0.852 0.466 0.1354 -0.0194 0.0663
H -1.238 -1.796 1.542 0.0045 0.1400 0.0110
H -1.630 -0.113 1.947 0.0459 -0.0699 -0.1553
H 0.702 1.200 1.563 0.0176 -0.1652 -0.0401
H 1.894 0.208 0.693 -0.1317 0.0079 0.0558
H 1.080 -0.438 2.123 -0.0375 0.0531 -0.1264
```
Forces are in eV/Å.